## P
DFT (ωB97M-V with the def2-TZVPD basis set) results for C19H19N3O2S in the gas phase.

CARTESIAN COORDINATES (ANGSTROEM)
S1 -2.587 -0.426 1.933
O1 1.762 -1.099 0.572
O2 1.412 1.526 1.622
N1 -0.497 0.422 -2.598
N2 -3.267 -1.639 -0.367
N3 -2.046 -1.259 -2.339
C1 1.713 0.048 -0.241
C2 2.381 -1.843 2.740
C3 -0.552 1.872 -2.543
C4 2.148 0.733 3.734
C5 2.555 -0.294 4.563
C6 -0.569 0.560 0.617
C7 -0.331 -0.056 -3.960
C8 -1.364 -0.126 -0.362
C9 -1.305 -0.310 -1.769
C10 1.994 -0.813 1.894
C11 0.758 2.469 -3.049
C12 -2.955 -1.887 -1.619
C13 1.014 1.994 -4.476
C14 0.990 0.469 -4.515
C15 -2.453 -0.789 0.244
C16 1.851 0.481 2.401
C17 2.654 -1.586 4.070
C18 0.819 1.120 0.405
C19 -1.121 0.482 1.853
H1 1.323 -0.269 -1.208
H2 2.724 0.466 -0.363
H3 -0.733 0.901 2.760
H4 1.117 0.113 -5.537
H5 -0.779 2.194 -1.527
H6 0.237 2.387 -5.135
H7 0.810 2.025 -0.210
H8 -0.340 -1.146 -3.940
H9 2.464 -2.836 2.329
H10 -1.371 2.222 -3.191
H11 2.045 1.744 4.098
H12 0.697 3.558 -3.012
H13 2.954 -2.393 4.719
H14 1.581 2.148 -2.408
H15 1.813 0.077 -3.913
H16 1.976 2.367 -4.831
H17 2.782 -0.088 5.597
H18 -1.165 0.279 -4.592
H19 -3.532 -2.648 -2.126

## Properties
E_LUMO: 0.023 hartree
Kohn-Sham gap: 8.76 eV
total charge: 0
HOMO energy: -8.14 eV
SMILES: c1ccc2c(c1)OC[C@@H](c1csc3ncnc(N4CCCCC4)c13)O2

## Q
DFT (ωB97M-V with the def2-TZVPD basis set) results for C19H19N3O2S in the gas phase.

CARTESIAN COORDINATES (ANGSTROEM)
S1 1.041 2.278 2.800
O1 -0.554 1.545 -1.868
O2 0.681 0.521 -3.418
N1 1.090 -0.441 2.672
N2 -0.730 0.441 1.807
N3 0.334 -1.434 2.183
C1 -1.836 -1.685 1.011
C2 2.492 -0.308 -1.460
C3 -1.197 -1.879 -3.226
C4 2.675 1.275 0.833
C5 0.453 0.675 2.451
C6 1.706 1.534 -0.124
C7 -2.546 -1.198 -1.363
C8 -0.255 -2.393 -2.349
C9 0.470 0.986 -2.181
C10 -0.752 -0.917 1.677
C11 -1.614 -1.723 -0.482
C12 3.465 -0.561 -0.513
C13 3.548 0.212 0.633
C14 -0.458 -2.309 -0.985
C15 2.725 2.073 2.098
C16 1.596 0.738 -1.257
C17 -2.774 1.628 2.454
C18 -1.704 1.413 1.388
C19 -2.338 -1.272 -2.730
H1 -3.492 2.366 2.108
H2 -1.176 2.353 1.207
H3 -3.302 0.701 2.671
H4 -0.104 0.675 -3.966
H5 4.153 -1.381 -0.653
H6 1.007 2.348 0.006
H7 4.288 -0.018 1.385
H8 -3.448 -0.736 -0.985
H9 -3.074 -0.861 -3.406
H10 3.079 3.091 1.929
H11 0.636 -2.866 -2.733
H12 -2.317 1.988 3.373
H13 -2.138 1.077 0.444
H14 -1.802 -2.703 1.405
H15 3.343 1.584 2.850
H16 -1.039 -1.951 -4.292
H17 -2.808 -1.246 1.240
H18 0.275 -2.698 -0.293
H19 2.399 -0.922 -2.341

## Properties
E_LUMO: 0.022 hartree
Kohn-Sham gap: 9.19 eV
total charge: 0
HOMO energy: -8.60 eV
SMILES: CCn1c(Cc2ccccc2)nnc1SCc1cccc(C(=O)O)c1

It turns out Q is the most stable, with the second structure 16.6 kcal/mol higher.

## P
DFT (ωB97M-V with the def2-TZVPD basis set) results for 2 unconnected molecules or ions with the total composition C2H5O2.

CARTESIAN COORDINATES (ANGSTROEM)
O1 -2.369 -1.241 -1.341
O2 1.767 0.884 1.261
C1 1.016 -0.025 0.478
C2 -0.047 0.279 -0.226
H1 1.667 1.746 0.956
H2 1.317 -1.032 0.777
H3 -0.928 -0.240 -0.594
H4 -2.958 -0.440 -1.472
H5 -0.102 1.292 -0.543

## Properties
E_LUMO: 0.138 hartree
Kohn-Sham gap: 6.22 eV
total charge: -1
HOMO energy: -2.46 eV

## Q
DFT (ωB97M-V with the def2-TZVPD basis set) results for 2 unconnected molecules or ions with the total composition C2H5O2.

CARTESIAN COORDINATES (ANGSTROEM)
O1 1.855 0.965 -1.783
O2 0.530 0.412 0.432
C1 -0.474 -0.172 0.968
C2 -1.433 -0.958 0.393
H1 2.455 1.633 -1.436
H2 -0.616 -0.048 2.061
H3 -2.237 -1.344 1.001
H4 1.373 0.666 -0.962
H5 -1.452 -1.156 -0.673

## Properties
E_LUMO: 0.169 hartree
Kohn-Sham gap: 7.15 eV
total charge: -1
HOMO energy: -2.57 eV

It turns out Q is the most stable, with the second structure 50.9 kcal/mol higher.

## P
DFT (ωB97M-V with the def2-TZVPD basis set) results for a gas-phase ion, C7H10NS (charge +1).

CARTESIAN COORDINATES (ANGSTROEM)
S1 -0.943 -0.596 0.803
N1 1.016 -0.054 -1.151
C1 0.446 2.305 -0.561
C2 0.689 -2.819 1.362
C3 -0.865 2.108 0.209
C4 0.169 1.032 -1.393
C5 0.240 -2.008 0.199
C6 -1.149 0.796 -0.438
C7 0.888 -0.970 -0.429
H1 0.858 -2.256 2.218
H2 0.435 3.197 -1.156
H3 -2.150 0.502 -0.976
H4 -1.547 2.897 0.188
H5 1.620 -3.484 1.191
H6 0.311 1.190 -2.502
H7 0.012 -3.529 1.804
H8 1.337 2.145 -0.088
H9 -0.528 -2.479 -0.560
H10 -0.838 2.023 1.282

## Properties
E_LUMO: -0.174 hartree
Kohn-Sham gap: 9.11 eV
total charge: +1
HOMO energy: -13.84 eV

## Q
DFT (ωB97M-V with the def2-TZVPD basis set) results for a gas-phase ion, C7H10NS (charge +1).

CARTESIAN COORDINATES (ANGSTROEM)
S1 -2.144 -1.429 0.474
N1 1.749 -0.803 0.008
C1 -0.496 0.750 1.159
C2 -2.040 1.793 -0.470
C3 -1.301 1.749 0.755
C4 -2.006 0.777 -1.302
C5 -1.432 -0.540 -0.939
C6 0.580 -1.443 0.708
C7 -0.542 -0.522 0.698
H1 1.320 -0.046 -0.573
H2 -2.498 2.659 -0.880
H3 2.409 -0.438 0.711
H4 0.206 0.977 1.930
H5 -1.246 2.681 1.269
H6 -2.362 0.950 -2.223
H7 0.874 -1.924 1.672
H8 2.291 -1.470 -0.674
H9 -1.032 -1.220 -1.689
H10 0.303 -2.311 0.152

## Properties
E_LUMO: -0.141 hartree
Kohn-Sham gap: 8.60 eV
total charge: +1
HOMO energy: -12.43 eV
SMILES: [NH3+]C[C@@]12C=CC=C[C@@H]1S2

It turns out Q is the most stable, with the second structure 41.8 kcal/mol higher.

## P
DFT (ωB97M-V with the def2-TZVPD basis set) results for a gas-phase ion, C11H13ClN (charge +1).

CARTESIAN COORDINATES (ANGSTROEM)
Cl1 1.296 2.301 2.577
N1 0.039 0.045 1.686
C1 -0.400 -0.236 3.073
C2 -1.082 -2.237 -1.724
C3 -0.037 -0.278 -0.699
C4 -0.991 -1.894 0.696
C5 0.743 1.095 1.455
C6 -1.294 -2.719 -0.393
C7 -0.169 2.294 -1.144
C8 2.095 1.106 -1.421
C9 -0.293 -0.727 0.558
C10 -0.498 -0.933 -1.842
C11 0.657 1.081 -0.949
H1 -0.732 2.094 -2.042
H2 2.643 1.622 -0.584
H3 -0.284 -0.628 -2.867
H4 0.450 3.261 -1.393
H5 -1.185 -2.897 -2.590
H6 -1.415 0.180 3.123
H7 2.241 1.737 -2.339
H8 -0.469 -1.272 3.351
H9 -1.827 -3.541 -0.091
H10 -1.175 -2.365 1.621
H11 -0.764 2.617 -0.265
H12 2.336 -0.032 -1.552
H13 0.116 0.324 3.757

## Properties
E_LUMO: -0.159 hartree
Kohn-Sham gap: 8.76 eV
total charge: +1
HOMO energy: -13.08 eV

## Q
DFT (ωB97M-V with the def2-TZVPD basis set) results for a molecular structure, C11H13ClN.

CARTESIAN COORDINATES (ANGSTROEM)
Cl1 -3.275 -0.001 1.319
N1 -0.744 0.953 1.089
C1 0.546 0.662 0.628
C2 -0.906 -1.021 -0.571
C3 2.732 0.106 -0.977
C4 0.451 -0.347 -0.374
C5 1.712 1.394 0.838
C6 -1.615 -0.743 -1.778
C7 -1.696 0.110 0.833
C8 -0.867 2.046 2.119
C9 -0.833 -2.461 -0.195
C10 1.548 -0.594 -1.206
C11 2.809 1.055 0.035
H1 -1.585 0.379 -1.947
H2 3.830 1.646 0.221
H3 1.803 2.192 1.615
H4 -0.626 -3.131 -1.067
H5 -0.115 -2.764 0.580
H6 -0.356 2.941 1.823
H7 -0.224 1.582 2.842
H8 -1.224 -1.127 -2.799
H9 -1.895 -2.853 0.048
H10 3.686 0.050 -1.706
H11 1.371 -1.258 -2.059
H12 -1.808 2.191 2.484
H13 -2.716 -1.005 -1.796

## Properties
E_LUMO (spin up / spin down): -0.156 / -0.156 hartree
Kohn-Sham gap (spin up / spin down): 8.70 / 8.70 eV
total charge: +1
HOMO energy (spin up / spin down): -12.95 / -12.95 eV

It turns out Q is the most stable, with the second structure 27.7 kcal/mol higher.

## P
DFT (ωB97M-V with the def2-TZVPD basis set) results for 2 unconnected molecules or ions with the total composition CH2FNOS.

CARTESIAN COORDINATES (ANGSTROEM)
S1 1.249 -0.592 -1.191
F1 -1.541 1.342 1.897
O1 -0.077 1.773 0.223
N1 0.198 -1.381 -0.273
C1 -0.740 1.048 0.858
H1 0.414 -0.762 -2.168
H2 0.497 -1.430 0.654

## Properties
E_LUMO (spin up / spin down): -0.016 / -0.048 hartree
Kohn-Sham gap (spin up / spin down): 9.56 / 7.21 eV
total charge: 0
HOMO energy (spin up / spin down): -10.01 / -8.52 eV

## Q
DFT (ωB97M-V with the def2-TZVPD basis set) results for CH2FNOS in the gas phase.

CARTESIAN COORDINATES (ANGSTROEM)
S1 -0.948 -0.844 1.389
F1 1.478 0.663 -1.309
O1 -0.648 0.138 -1.490
N1 0.529 -0.222 0.482
C1 0.297 0.138 -0.785
H1 1.225 0.302 0.941
H2 -1.934 -0.174 0.772

## Properties
E_LUMO: 0.002 hartree
Kohn-Sham gap: 10.17 eV
total charge: 0
HOMO energy: -10.10 eV
SMILES: O=C(F)NS

It turns out Q is the most stable, with the second structure 84.4 kcal/mol higher.